Entry from the OMol25 dataset: a single C3H7NO2 molecule at a distorted geometry (ωB97M-V with the def2-TZVPD basis set).

Properties
Relative energy (zero: lowest compared OMol25 entry of this formula, charge and spin), eV: 1.147
SMILES string: NC(=O)CCO
F_max, eV/A: 1.41
Energy, Ha: -323.73881
Charge: 0

Structure (XYZ):
```
13
C3H7NO2 (ωB97M-V with the def2-TZVPD basis set)
N -1.66 -0.94 -0.79
C -0.64 -0.05 -1.04
O 0.10 -0.11 -2.01
C -0.30 0.96 0.05
C 1.13 0.47 0.57
O 1.33 -0.85 1.10
H -2.29 -0.97 0.01
H -1.54 -1.80 -1.30
H -1.17 1.24 0.71
H -0.10 1.92 -0.44
H 1.77 0.53 -0.33
H 1.56 1.15 1.30
H 1.66 -1.47 0.43
```